Density functional theory data (ωB97M-V/def2-TZVPD) for a cluster of 8 separate species, C8H23Cl2N7O14 in total in a non-equilibrium geometry.

Cartesian coordinates (Å):
C (6.6230, -2.0577, -3.2750)
N (7.0527, -0.6698, -3.0856)
O (7.5664, -0.0479, -4.0161)
O (6.8815, -0.1680, -1.9689)
H (6.8918, -2.4952, -4.2365)
H (5.5366, -1.9829, -3.2276)
H (6.9813, -2.5503, -2.3710)
C (5.0978, -1.9722, 3.7023)
N (4.1145, -1.2918, 4.6403)
O (2.9991, -1.0064, 4.1756)
O (4.5040, -1.0473, 5.7800)
H (4.6588, -2.8836, 3.2966)
H (6.0499, -2.0919, 4.2192)
H (5.2114, -1.1645, 2.9793)
C (-3.3504, -5.1627, 2.6268)
N (-2.9011, -4.1408, 3.6118)
O (-3.1161, -2.9102, 3.4005)
O (-2.3645, -4.5971, 4.6338)
H (-3.2999, -4.6340, 1.6749)
H (-4.4304, -5.2499, 2.7454)
H (-2.8381, -6.1236, 2.6746)
C (3.2396, 7.3470, 6.1882)
N (2.8471, 5.9320, 5.9835)
O (3.4890, 5.0528, 6.6141)
O (1.9783, 5.6704, 5.2365)
H (3.1810, 7.5190, 7.2630)
H (2.7288, 8.0746, 5.5574)
H (4.2824, 7.2407, 5.8895)
C (-4.7776, 0.3500, -5.5017)
N (-4.2348, 1.6218, -4.8879)
O (-4.7604, 2.0276, -3.8756)
O (-3.4057, 2.2663, -5.4924)
H (-4.7420, 0.5129, -6.5789)
H (-5.8231, 0.2013, -5.2317)
H (-4.1291, -0.4645, -5.1789)
C (-0.5393, 1.6673, 0.0549)
N (-0.0051, 0.6187, -0.8109)
O (1.2170, 0.5087, -0.8835)
O (-0.7752, -0.1207, -1.3537)
H (-1.4821, 1.2977, 0.4581)
H (-0.7938, 2.5067, -0.5923)
H (0.1732, 1.8937, 0.8481)
C (-7.4752, 0.0554, 0.7097)
N (-7.7567, -1.2484, 0.1036)
O (-7.7995, -2.1854, 0.8508)
O (-7.9988, -1.3045, -1.1173)
H (-7.9293, 0.0229, 1.7001)
H (-7.8551, 0.8286, 0.0419)
H (-6.3943, 0.1932, 0.7369)
C (1.4903, -0.7395, -6.8022)
Cl (3.1737, -0.4750, -7.4400)
Cl (0.3393, -1.1959, -8.1357)
H (1.5800, -1.5450, -6.0733)
H (1.0892, 0.1173, -6.2607)

Its total charge is 0. The calculation puts the strongest force on any atom at 3.55 eV Å⁻¹. The calculation puts the LUMO energy at -0.1 eV. The multiplicity is 1. Its HOMO-LUMO gap is 0.4009 Eh. The value obtained for the energy above the lowest of the compared OMol25 structures with the same formula, charge and spin is 1.749 eV. As for the SMILES: C[N+](=O)[O-].C[N+](=O)[O-].C[N+](=O)[O-].C[N+](=O)[O-].C[N+](=O)[O-].C[N+](=O)[O-].C[N+](=O)[O-].ClCCl.

Results of the Löwdin charge analysis, in e, for atoms 1 through 5: number 1, C, carries 0.03; number 2, N, carries -0.44; number 3, O, carries 0.06; number 4, O, carries 0.04; number 5, H, carries 0.10